(1)
Entry from the Open Molecules 2025 dataset: a molecular structure, C2H3Cl2O2P in a non-equilibrium geometry (ωB97M-V/def2-TZVPD).

Geometry as XYZ:
```
10
Properties=species:S:1:pos:R:3:lowdin_charge:R:1
C 2.908 0.480 -0.380 -1.0963
C 0.383 -1.129 -0.667 -0.7423
O 1.983 0.627 0.517 -0.3049
O 2.811 0.052 -1.471 0.0590
P 0.363 0.135 0.370 0.7993
Cl 4.372 1.029 0.283 0.7816
Cl 1.392 -2.416 0.138 0.4707
H -0.467 -1.771 -0.865 -0.0074
H 0.370 0.182 1.692 -0.0079
H -0.351 1.302 -0.075 0.0482
```

## Properties
Total energy   -40548.7750 eV
Orbital gap   8.928 eV
E_HOMO   -0.319 Eh
Energy above the lowest of the compared OMol25 structures with the same formula, charge and spin   88.2 kcal/mol

***

(2)
Entry from the Open Molecules 2025 dataset: a molecular structure, C27H27N6O3SSn (ωB97M-V/def2-TZVPD).

Geometry as XYZ:
```
65
Properties=species:S:1:pos:R:3:lowdin_charge:R:1
Sn -0.044 -0.124 -0.306 1.2639
C 2.832 0.874 3.677 0.0181
N 2.049 1.821 2.879 -0.0843
C 1.604 3.050 3.322 0.0284
C 0.979 3.647 2.292 0.0069
N 1.055 2.784 1.209 0.0178
C 1.715 1.664 1.597 -0.6300
S 2.185 0.282 0.638 0.7105
C 0.632 3.138 -0.104 -0.2335
C 0.688 4.461 -0.504 0.0498
C 0.291 4.774 -1.794 0.0200
C -0.126 3.762 -2.646 0.0034
C -0.162 2.473 -2.161 -0.0927
N 0.198 2.163 -0.904 -0.0233
H 2.780 1.188 4.715 0.1097
H 3.868 0.877 3.345 0.1131
H 2.412 -0.123 3.570 0.0899
H 1.777 3.390 4.328 0.1531
H 0.448 4.580 2.250 0.1498
H 1.068 5.228 0.154 0.1331
H 0.324 5.801 -2.133 0.1390
H -0.417 3.963 -3.667 0.1339
H -0.496 1.654 -2.786 0.1196
O -2.367 -1.090 -0.801 0.0116
C -2.707 -0.317 0.097 -0.4512
N -1.728 0.411 0.740 -0.0375
C -2.310 1.327 1.659 -0.3702
O -1.681 2.131 2.286 0.1381
C -3.774 1.058 1.598 -0.0842
C -4.805 1.649 2.293 0.0371
C -6.097 1.207 2.006 -0.0115
C -6.335 0.225 1.050 -0.0182
C -5.288 -0.365 0.342 0.0335
C -4.013 0.065 0.645 -0.0934
H -4.621 2.425 3.024 0.1353
H -6.936 1.639 2.535 0.1264
H -7.353 -0.081 0.851 0.1248
H -5.472 -1.115 -0.414 0.1323
C -3.239 -7.793 2.829 -0.0021
C -1.929 -7.276 3.470 -0.1364
N -1.105 -6.600 2.495 0.0823
C 0.095 -7.241 2.004 -0.1418
C -0.217 -8.495 1.164 -0.0121
C -1.520 -5.260 2.090 -0.2944
O -2.334 -4.713 2.772 0.2191
C -0.896 -4.643 0.885 -0.1151
C -0.931 -5.241 -0.371 0.0332
C -0.426 -4.541 -1.452 0.0180
C 0.061 -3.263 -1.244 -0.1050
N 0.064 -2.669 -0.045 -0.0318
C -0.406 -3.347 1.001 -0.0429
H -3.813 -8.262 3.626 0.1066
H -3.037 -8.533 2.058 0.0821
H -3.822 -6.972 2.418 0.0875
H -1.344 -8.088 3.895 0.1438
H -2.189 -6.548 4.241 0.1507
H 0.655 -7.553 2.892 0.1588
H 0.683 -6.517 1.447 0.1276
H -0.707 -9.260 1.763 0.0902
H 0.734 -8.893 0.814 0.1055
H -0.837 -8.262 0.301 0.0766
H -1.366 -6.222 -0.515 0.1292
H -0.417 -4.968 -2.445 0.1362
H 0.455 -2.688 -2.074 0.1213
H -0.396 -2.851 1.965 0.1434
```

## Properties
Total energy   -60162.1984 eV
Total charge   +3
Orbital gap (alpha / beta)   4.951 / 6.197 eV
E_HOMO (alpha / beta)   -0.604 / -0.611 Eh

***

(3)
Entry from the Open Molecules 2025 dataset: 4 unconnected molecules or ions with the total composition H6IO3 (ωB97M-V/def2-TZVPD).

Geometry as XYZ:
```
10
Properties=species:S:1:pos:R:3:lowdin_charge:R:1
I 1.478 -1.494 0.274 0.5770
O -1.870 -2.133 -0.412 -0.1003
H -2.602 -1.672 -0.001 0.0329
H -1.106 -1.879 0.105 -0.1344
O -0.029 1.148 -1.388 -0.0874
H 0.408 0.346 -1.102 -0.1449
H -0.295 0.968 -2.289 0.0338
O 1.049 1.679 1.843 -0.0834
H 1.682 2.244 1.400 0.0340
H 1.285 0.793 1.569 -0.1273
```

## Properties
⟨S²⟩   0.75
Total energy   -14339.3953 eV
Orbital gap (alpha / beta)   11.717 / 6.576 eV
E_HOMO (alpha / beta)   -0.411 / -0.401 Eh
2S+1   2
Energy above the lowest of the compared OMol25 structures with the same formula, charge and spin   3.7 kcal/mol

***

(4)
Entry from the Open Molecules 2025 dataset: a molecular structure, C30H37AuBrCl2N4O2Si (ωB97M-V/def2-TZVPD).

Geometry as XYZ:
```
78
Properties=species:S:1:pos:R:3:lowdin_charge:R:1
Au -2.220 -0.085 -0.046 0.6876
Cl -9.463 -0.667 -1.234 0.7598
C -7.933 -0.239 -0.611 -0.6507
C -6.826 -0.806 -1.104 -0.0208
C -5.526 -0.483 -0.541 -0.1477
N -4.425 -1.022 -0.870 0.1336
C -4.155 -1.935 -1.886 -0.4033
O -4.716 -2.986 -2.045 0.1450
C -3.024 -1.444 -2.752 -0.1806
C -2.933 -1.908 -4.049 0.0243
C -1.999 -1.329 -4.898 -0.0191
C -1.200 -0.309 -4.416 -0.0244
C -1.337 0.079 -3.090 -0.1416
N -2.222 -0.478 -2.269 -0.0031
C -5.457 0.610 0.523 -0.1418
C -6.710 1.163 1.010 -0.0213
C -7.873 0.756 0.486 -0.6453
Cl -9.342 1.408 1.062 0.7619
N -4.282 0.939 0.892 0.1202
C -3.937 1.842 1.902 -0.3946
O -4.469 2.898 2.120 0.1422
C -2.777 1.323 2.714 -0.1834
C -2.679 1.729 4.032 0.0230
C -1.720 1.133 4.841 -0.0199
C -0.896 0.167 4.298 -0.0239
C -1.039 -0.160 2.957 -0.1336
N -1.955 0.405 2.177 0.0152
H -6.886 -1.557 -1.879 0.1210
H -3.595 -2.699 -4.372 0.1300
H -1.911 -1.662 -5.923 0.1216
H -0.470 0.180 -5.044 0.1181
H -0.705 0.846 -2.664 0.0968
H -6.685 1.930 1.770 0.1166
H -3.353 2.488 4.402 0.1288
H -1.634 1.413 5.883 0.1213
H -0.143 -0.331 4.893 0.1180
H -0.394 -0.884 2.476 0.0738
C 2.692 0.215 -2.909 -0.1159
C 3.585 -0.365 -1.805 -0.6313
C 4.957 0.332 -1.878 -0.0827
C 3.780 -1.853 -2.122 -0.0996
Si 2.878 -0.143 -0.028 0.5322
Br 0.677 -0.774 -0.306 0.5173
C 3.518 -1.396 1.287 -0.6293
C 3.078 -2.842 1.029 -0.1117
C 5.058 -1.353 1.302 -0.0837
C 3.011 -1.017 2.684 -0.0986
C 2.709 1.678 0.584 -0.6267
C 2.374 2.616 -0.582 -0.0988
C 4.056 2.126 1.183 -0.0839
C 1.617 1.874 1.643 -0.1178
H 3.143 -0.036 -3.873 0.0903
H 2.600 1.297 -2.865 0.0633
H 1.691 -0.219 -2.889 0.0279
H 5.388 0.185 -2.872 0.0934
H 5.670 -0.071 -1.157 0.0725
H 4.884 1.408 -1.715 0.0645
H 4.166 -1.944 -3.142 0.0914
H 2.842 -2.409 -2.070 0.0781
H 4.503 -2.332 -1.464 0.0631
H 3.483 -3.256 0.110 0.0632
H 1.993 -2.944 0.992 0.0446
H 3.443 -3.460 1.854 0.0906
H 5.486 -1.731 0.374 0.0666
H 5.431 -1.987 2.111 0.0934
H 5.452 -0.349 1.473 0.0724
H 1.919 -1.010 2.728 0.0553
H 3.373 -0.048 3.023 0.0642
H 3.367 -1.764 3.399 0.0929
H 3.144 2.629 -1.351 0.0631
H 2.288 3.636 -0.196 0.0920
H 1.421 2.356 -1.049 0.0735
H 4.875 2.057 0.465 0.0744
H 4.334 1.549 2.065 0.0635
H 3.987 3.173 1.491 0.0931
H 0.640 1.541 1.291 0.0266
H 1.545 2.943 1.862 0.0918
H 1.836 1.364 2.579 0.0613
```

## Properties
Total energy   -148419.0273 eV
Total charge   +1
Orbital gap   5.962 eV
E_HOMO   -0.398 Eh